1.
Molecular formula: C39H37F2N11O4PbS2
Method: DFT, ωB97M-V/def2-TZVPD

**Orbital gap**: 5.842 eV
**Energy above the lowest of the compared OMol25 structures with the same formula, charge and spin**: 1.032 eV
**Electronic energy**: -97979.7148 eV
**Net charge**: 0

CARTESIAN COORDINATES (ANGSTROEM)
Pb -0.07796 0.18100 -0.87092
C -4.00011 1.09804 1.96570
C -4.85073 2.00162 1.35203
C -4.59865 2.38846 0.04637
C -3.49150 1.85569 -0.60415
N -2.67538 0.98481 -0.01433
C -2.92348 0.61221 1.23653
C -3.11267 2.23794 -2.00027
C -4.02830 2.77272 -2.89779
C -3.58960 3.12395 -4.16115
C -2.26300 2.92038 -4.48986
C -1.42007 2.33995 -3.54519
N -1.84601 2.01650 -2.32704
C 0.02849 2.10153 -3.86849
C 0.46887 2.07003 -5.18481
C 1.82501 1.93777 -5.43847
C 2.70491 1.85871 -4.37792
C 2.18343 1.86826 -3.09405
N 0.87567 1.95651 -2.84214
H -4.15974 0.77005 2.98425
H -5.70263 2.40791 1.88226
H -5.24043 3.11346 -0.43133
H -2.23655 -0.11159 1.66651
H -5.06884 2.89056 -2.63541
H -4.27453 3.55725 -4.88018
H -1.88557 3.22467 -5.45475
H -0.22922 2.13600 -6.00716
H 2.18405 1.88913 -6.45883
H 3.77123 1.76029 -4.52593
H 2.83740 1.77351 -2.23245
N -4.73637 -2.21282 4.82874
C -3.86014 -2.40994 3.76338
C -4.33534 -2.89249 2.53939
C -3.46445 -3.14999 1.49747
C -2.09924 -2.92293 1.66765
C -1.61652 -2.42734 2.87027
C -2.49469 -2.17147 3.91376
S -0.96426 -3.27236 0.36037
O 0.33960 -3.07752 0.93947
O -1.31041 -4.54699 -0.19657
N -1.12839 -2.06565 -0.69778
C -1.99065 -2.04215 -1.74444
N -3.08758 -2.81756 -1.84779
C -3.78590 -2.71554 -2.96637
C -3.46942 -1.84025 -3.99671
C -2.38576 -1.02096 -3.76524
N -1.65074 -1.09518 -2.66314
H -5.71254 -2.12570 4.60668
H -4.42524 -1.61780 5.57603
H -5.39799 -3.07766 2.41894
H -3.81924 -3.54266 0.55084
H -0.55284 -2.23926 2.96422
H -2.12382 -1.79323 4.86230
H -4.66006 -3.35688 -3.03729
H -4.04765 -1.78457 -4.90682
H -2.08761 -0.26942 -4.49108
F 4.26806 -1.47241 1.12691
C 3.42900 -1.86828 0.10683
F 4.06769 -2.88953 -0.53636
H 2.51185 -2.26545 0.53516
C 0.98679 2.66382 6.63860
C 1.01298 1.54274 5.65254
C 1.02086 0.22147 5.97241
C 1.06507 -0.71141 4.91068
N 1.06285 -0.35832 3.64404
C 1.06047 0.95344 3.31018
S 1.10697 1.51540 1.73908
N 1.03396 1.87133 4.34352
C 1.12214 -2.18275 5.18641
H 1.05793 2.28168 7.65264
H 0.06060 3.23292 6.54145
H 1.81974 3.34627 6.46180
H 1.00670 -0.09740 7.00422
H 1.06955 2.83961 4.05522
H 1.29908 -2.39163 6.23955
H 1.91073 -2.62776 4.58002
H 0.18515 -2.65640 4.88376
O 7.30820 2.79770 -1.56342
C 7.60476 1.47291 -1.19678
N 6.60965 0.53225 -1.67279
C 5.31544 0.65930 -1.25926
O 4.99015 1.62171 -0.55315
C 4.35688 -0.35830 -1.70389
C 4.40956 -0.93681 -2.92899
C 3.29856 -1.65044 -3.44865
C 2.10327 -1.48341 -2.78123
N 1.95566 -0.89736 -1.59310
C 3.17846 -0.67626 -0.81060
H 6.42865 2.95624 -1.18586
H 7.69890 1.38946 -0.11173
H 8.55350 1.21414 -1.65955
H 6.90573 -0.36628 -2.01252
H 5.26333 -0.75103 -3.57674
H 3.32311 -2.11620 -4.42258
H 1.17352 -1.76482 -3.27948
H 3.02766 0.16086 -0.12565

Here are the Mulliken charges for atoms 1 to 8, given in e: number 1, Pb, carries 1.64; number 2, C, carries -1.06; number 3, C, carries -0.56; number 4, C, carries -0.97; number 5, C, carries -0.12; number 6, N, carries 0.36; number 7, C, carries -0.30; number 8, C, carries 1.13

2.
Molecular formula: C2H8N3O2
Method: DFT, ωB97M-V/def2-TZVPD

**Expectation value of S²**: 2.01
**Orbital gap (spin up / spin down)**: 7.649 / 7.248 eV
**Spin multiplicity**: 3
**Energy above the lowest of the compared OMol25 structures with the same formula, charge and spin**: 5.263 eV
**Electronic energy**: -10751.6050 eV
**Net charge**: +1

CARTESIAN COORDINATES (ANGSTROEM)
C 2.56614 0.17193 0.99913
C -2.22033 -0.71172 -1.44658
N 1.09412 0.14508 0.93748
N -1.28998 0.30637 0.34985
N 0.38157 0.48175 -0.05469
O 0.53317 0.66266 -1.20219
O -1.81916 0.51834 -0.88355
H 3.21674 -0.06252 0.00701
H 2.83525 1.23483 1.19141
H 2.86690 -0.56075 1.74724
H -2.13661 -1.52713 -0.67608
H -1.75835 -1.00065 -2.48508
H -3.34621 -0.66213 -1.54578
H 0.71095 0.08088 1.96343
H -1.63419 0.92307 1.09841

Here are the Mulliken charges for atoms 1 to 8, given in e: number 1, C, carries -0.65; number 2, C, carries -0.53; number 3, N, carries -0.24; number 4, N, carries -0.17; number 5, N, carries 0.79; number 6, O, carries -0.50; number 7, O, carries -0.13; number 8, H, carries 0.28

3.
Molecular formula: C43H59CaFN2O4P2Si
Method: DFT, ωB97M-V/def2-TZVPD

**Orbital gap**: 6.787 eV
**Energy above the lowest of the compared OMol25 structures with the same formula, charge and spin**: 0.000 eV
**Electronic energy**: -104335.6014 eV
**Net charge**: 0

CARTESIAN COORDINATES (ANGSTROEM)
Ca 0.63896 -0.19773 1.95037
C 3.93044 -0.13633 -0.32004
Si 2.10798 0.45952 -0.26201
C 1.41039 -0.27003 -1.91009
C 2.01782 0.15235 -3.10111
C 1.57454 -0.25762 -4.34644
C 0.48005 -1.11234 -4.43429
C -0.13222 -1.55447 -3.27537
C 0.32462 -1.16094 -2.00993
P -0.54444 -1.74828 -0.49263
C -2.29321 -1.97667 -1.03173
C -2.86696 -0.69186 -1.65601
C -4.39850 -0.60209 -1.51623
C -5.01962 -1.99524 -1.49765
C -4.56539 -2.75515 -0.24130
C -3.14805 -2.34356 0.19004
C 0.02329 -3.50561 -0.26667
C 0.29692 -4.35591 -1.52383
C 1.77804 -4.33204 -1.89429
C 2.62626 -5.00204 -0.79926
C 2.01959 -4.78813 0.59969
C 1.26166 -3.46704 0.64303
C 2.24739 2.34594 -0.62937
C 3.49037 2.95001 -0.86428
C 3.64010 4.32991 -0.92137
C 2.53991 5.15484 -0.73298
C 1.29416 4.58517 -0.51567
C 1.13743 3.20003 -0.47274
P -0.49437 2.40380 -0.25768
C -1.35367 2.75892 -1.86368
C -0.55932 2.10012 -3.00351
C -1.30280 2.19973 -4.33360
C -1.64223 3.64890 -4.67214
C -2.42738 4.29911 -3.53577
C -1.65727 4.21579 -2.21478
C -1.36102 3.48922 0.96501
C -0.53977 3.54817 2.27204
C -1.44821 3.64734 3.49347
C -2.30921 2.38566 3.64353
C -2.75467 1.82892 2.27588
C -2.78000 2.92950 1.21981
H 4.43786 0.02161 -1.27888
H 4.52076 0.35639 0.45964
H 3.95089 -1.21164 -0.11215
H 2.84842 0.85006 -3.04545
H 2.06120 0.10129 -5.24583
H 0.10363 -1.42889 -5.39952
H -0.99986 -2.19683 -3.36834
H -2.33694 -2.80731 -1.74631
H -2.40516 0.16750 -1.16033
H -2.58345 -0.63094 -2.70815
H -4.66194 -0.08614 -0.58661
H -4.80967 -0.00234 -2.33010
H -6.10897 -1.94167 -1.53524
H -4.70429 -2.53341 -2.39694
H -5.26053 -2.55823 0.57861
H -4.59811 -3.83137 -0.42668
H -3.18936 -1.46802 0.84681
H -2.69286 -3.14058 0.78072
H -0.79074 -3.97706 0.29243
H -0.00337 -5.39013 -1.32420
H -0.30646 -4.02855 -2.36867
H 1.93727 -4.83209 -2.85109
H 2.08860 -3.29334 -2.03541
H 2.71429 -6.07213 -1.00170
H 3.63986 -4.59513 -0.82706
H 1.32582 -5.60047 0.83955
H 2.80154 -4.80998 1.36181
H 0.95633 -3.21272 1.65883
H 1.94393 -2.67326 0.30794
H 4.36790 2.32719 -0.99226
H 4.61726 4.76212 -1.10386
H 2.64913 6.23234 -0.75451
H 0.43936 5.23558 -0.36342
H -2.31463 2.23358 -1.77420
H 0.41154 2.60259 -3.08960
H -0.34452 1.05598 -2.76975
H -0.70113 1.74848 -5.12619
H -2.23153 1.61901 -4.26836
H -0.71121 4.20684 -4.82440
H -2.20433 3.70478 -5.60695
H -2.64984 5.34265 -3.77084
H -3.38986 3.78581 -3.42341
H -0.71685 4.76524 -2.32153
H -2.23413 4.70169 -1.42369
H -1.45309 4.49991 0.56193
H 0.08786 2.65056 2.37435
H 0.16510 4.37799 2.23377
H -0.85841 3.80912 4.39682
H -2.08883 4.52634 3.37750
H -1.74357 1.62315 4.18165
H -3.18437 2.61290 4.25575
H -2.07173 1.04348 1.93379
H -3.72979 1.34802 2.35974
H -3.21658 2.55736 0.28929
H -3.43620 3.73510 1.56178
F 4.79887 -2.88243 7.71155
C 4.23149 -2.64723 6.52801
C 2.91088 -2.54529 6.40291
N 2.29638 -2.29601 5.18830
C 0.83735 -2.25706 5.09675
C 0.38715 -1.14973 4.16591
O 0.98445 -0.04388 4.21246
O -0.52786 -1.43012 3.33771
C 3.03773 -2.13963 4.04137
O 2.54843 -1.91231 2.94326
N 4.39543 -2.25630 4.20459
C 5.11688 -2.49979 5.37856
O 6.31861 -2.57017 5.38688
H 2.26316 -2.65556 7.26110
H 0.44067 -2.04945 6.08981
H 0.44083 -3.20540 4.73941
H 4.94175 -2.12194 3.36397

Here are the Mulliken charges for atoms 1 to 8, given in e: number 1, Ca, carries 0.70; number 2, C, carries -1.53; number 3, Si, carries 0.61; number 4, C, carries 0.48; number 5, C, carries -0.49; number 6, C, carries -0.86; number 7, C, carries -1.43; number 8, C, carries -0.40

4.
Molecular formula: C25H41BBrClN2O8S
Method: DFT, ωB97M-V/def2-TZVPD

**Orbital gap**: 5.941 eV
**Electronic energy**: -140018.8365 eV
**Net charge**: -2

CARTESIAN COORDINATES (ANGSTROEM)
C -1.20805 1.16624 -5.75391
C -1.22966 1.79451 -4.47784
C -0.05382 2.04964 -3.45507
C -0.01642 1.18700 -2.06186
B -1.52084 0.53749 -2.15182
N -2.82214 1.20986 -1.91954
O -1.80569 -0.80473 -2.70886
C 1.00823 -0.05763 -2.13956
C 1.61201 -0.57346 -3.48460
Br 2.87335 -2.06677 -2.89301
C 0.79986 -1.12565 -4.70041
C 1.30344 -2.53381 -5.36066
O 0.49956 -1.08594 -1.19895
S 0.93775 -0.52857 0.32378
O 2.27891 -1.23890 0.48168
O 0.05203 -1.31793 1.27608
C 0.94769 1.31540 0.54384
C 0.25554 1.82007 1.95965
O 0.32130 3.06286 2.31368
O -0.24333 1.01647 2.93690
C 2.43982 1.78662 1.00995
Cl 3.90984 1.25812 0.06349
C 2.86930 1.45412 2.53384
C 2.71268 0.03413 3.16149
C 0.28632 2.12640 -0.73645
C -0.89700 3.12215 -0.44821
C -2.13335 3.14155 0.48759
C -3.11613 2.02278 0.96848
C -2.67373 0.51676 1.18800
C -3.81753 -0.49450 0.71864
C -3.40619 -1.99174 1.20850
C 1.51179 3.05415 -1.30782
O 1.81687 4.23273 -0.92792
O 2.46814 2.61889 -2.24916
H -2.11709 0.52217 -6.04036
H -0.40675 1.29835 -6.55470
H -2.22497 2.35331 -4.29244
H 0.92480 1.95539 -4.05668
H -0.14184 3.18908 -3.27353
H -2.86759 2.17944 -2.24667
H -3.63220 0.73647 -2.32622
H -2.33354 -0.68394 -3.52338
H 1.99300 0.26985 -1.61101
H 2.35490 0.22596 -3.86067
H -0.32436 -1.24499 -4.63251
H 0.96824 -0.39064 -5.58075
H 0.65323 -2.62328 -6.31762
H 2.37493 -2.49291 -5.73165
H 1.03940 -3.43837 -4.72895
H 2.52440 2.93618 1.09579
H 2.50598 2.23928 3.30144
H 4.00976 1.67410 2.56709
H 2.83488 0.11015 4.30944
H 3.59012 -0.63844 2.82555
H 1.75927 -0.55250 2.99018
H -0.41034 4.14566 -0.18595
H -1.30080 3.39692 -1.50717
H -2.86052 3.93752 0.03282
H -1.87304 3.71462 1.46546
H -3.62211 2.35068 1.95979
H -4.02297 1.97973 0.24433
H -2.57153 0.34937 2.32518
H -1.65638 0.36906 0.72298
H -4.78644 -0.25405 1.30431
H -4.09368 -0.44840 -0.38222
H -3.06397 -2.61083 0.31531
H -4.32586 -2.49115 1.66435
H -2.61784 -1.86533 2.02176
C 1.64262 -4.66282 4.21029
C 1.09520 -4.58306 5.63219
C 1.02765 -3.14972 6.16302
C 2.40173 -2.54857 6.18659
N 3.47843 -2.07378 6.20545
H 2.67126 -4.29849 4.15364
H 1.64576 -5.69910 3.86227
H 1.03083 -4.07403 3.52070
H 1.72391 -5.19309 6.28974
H 0.09157 -5.01855 5.65224
H 0.61791 -3.14193 7.17630
H 0.37996 -2.53618 5.53050

Here are the Mulliken charges for atoms 1 to 8, given in e: number 1, C, carries -0.86; number 2, C, carries -0.10; number 3, C, carries -0.80; number 4, C, carries 1.37; number 5, B, carries -0.34; number 6, N, carries -0.37; number 7, O, carries -1.01; number 8, C, carries -0.81

Question: What is the formula in the third record?
Answer: C43H59CaFN2O4P2Si